Entry from the Open Molecules 2025 dataset: a cluster of 2 separate species, C3H10NO2P in total in a non-equilibrium geometry (the ωB97M-V functional and the def2-TZVPD basis).

As for the charge: 0. The value obtained for the orbital gap (spin up / spin down) is 8.68 / 7.48 eV. The relative energy (zero: lowest compared OMol25 entry of this formula, charge and spin) is 100.2 kcal per mole. The total energy comes out at -18145.550 eV. As for the strongest force on any atom: 0.0371 hartree/bohr. The calculation puts the LUMO energy (spin up / spin down) at 0.2 / -1.0 eV. The spin multiplicity is 1.

Last column: Löwdin charge in e.
Atoms and positions in Å:
C1 1.906 0.381 0.207  -0.20
C2 -2.036 -0.249 -1.362  -0.16
C3 1.465 -1.019 0.320  -0.07
N1 -2.107 0.620 1.672  -0.09
O1 -2.408 -1.948 2.084  -0.34
O2 -2.423 -1.076 -0.299  -0.33
P1 -1.747 -0.998 1.194  0.62
H1 1.804 0.910 1.156  0.07
H2 2.974 0.407 -0.060  0.08
H3 1.370 0.915 -0.577  0.06
H4 -2.306 0.792 -1.170  0.08
H5 -2.571 -0.602 -2.245  0.09
H6 -0.960 -0.316 -1.540  0.06
H7 1.696 -1.574 1.211  0.03
H8 1.278 -1.594 -0.571  0.04
H9 -2.161 0.692 2.679  0.04
H10 -1.521 1.350 1.293  0.03